1.
A structure of composition C25H28FeO3S3 at a distorted geometry. Source: the OMol25 dataset; level of theory: ωB97M-V/def2-TZVPD.

Each line ends with the Mulliken charge.
Positions of all 60 atoms, in Å:
Fe -0.481247 0.036470 -0.534551  0.33
C 3.611446 -2.739079 -1.691396  -0.74
C 2.598769 -3.280471 -0.688607  -0.99
S 1.638270 -2.145260 0.336486  0.44
C 2.874728 -1.316422 1.355444  -1.14
C 3.762719 -0.264581 0.669875  -0.77
S 2.798399 0.853434 -0.367794  0.16
C 3.821845 1.092535 -1.835084  -0.73
C 4.263433 -0.167113 -2.587628  -0.86
S 2.990135 -1.442134 -2.798749  -0.05
H 3.943440 -3.572776 -2.310350  0.53
H 4.488408 -2.356243 -1.175923  0.31
H 3.101259 -3.972365 -0.009466  0.55
H 1.822467 -3.845096 -1.209404  0.30
H 3.502090 -2.074850 1.825640  0.52
H 2.283360 -0.846613 2.143351  0.40
H 4.533795 -0.737468 0.067261  0.26
H 4.260680 0.323134 1.440492  0.57
H 4.697612 1.685861 -1.569028  0.40
H 3.192838 1.708358 -2.479502  0.36
H 5.118169 -0.629055 -2.096990  0.39
H 4.595870 0.120672 -3.584581  0.47
C -6.694395 1.383428 1.343347  -0.81
O -5.923634 2.562579 1.574704  -0.43
C -4.638964 2.561149 1.219977  0.79
C -3.912569 3.716625 1.606988  -0.96
C -2.585711 3.791658 1.332671  -0.98
C -1.914635 2.730212 0.667115  -0.57
C -0.518553 2.693189 0.468131  1.17
C 0.369826 3.890845 0.533109  -1.35
O 0.086292 1.607057 0.205998  -0.49
C -2.669785 1.615338 0.232066  0.77
O -2.144539 0.652980 -0.496456  -0.62
C -4.032016 1.530399 0.522919  -0.17
H -7.661720 1.567930 1.797248  0.25
H -6.222567 0.519350 1.812915  0.36
H -6.819837 1.206081 0.274558  0.34
H -4.435080 4.507302 2.125829  0.48
H -2.029078 4.655971 1.666908  0.27
H -0.135382 4.787362 0.875107  0.44
H 0.745484 4.067001 -0.477377  0.28
H 1.232193 3.674433 1.162927  0.32
H -4.570835 0.660831 0.178644  0.50
C -1.637927 -4.386648 -2.629466  -0.66
C -0.921733 -3.201447 -2.915524  -0.84
C -0.787863 -2.241049 -1.954676  -0.30
C -1.370839 -2.414478 -0.673567  2.21
C -1.279860 -1.468039 0.364261  -0.03
C -1.864001 -1.566656 1.572576  -0.63
C -2.562421 -2.776893 1.851169  -0.92
C -2.676269 -3.748444 0.901231  -0.84
C -2.096338 -3.594543 -0.387609  0.51
C -2.205173 -4.578041 -1.401980  -0.92
H -1.733603 -5.145091 -3.394634  0.42
H -0.471790 -3.062249 -3.889569  0.44
H -0.194981 -1.357324 -2.217726  0.36
H -1.812882 -0.775779 2.310036  0.59
H -3.012792 -2.908729 2.826610  0.45
H -3.223772 -4.657621 1.116146  0.41
H -2.746602 -5.491096 -1.184239  0.44

Atomic forces in eV per Å
Fe 0.2443 -0.4941 0.6043
C -0.0789 0.0009 0.0816
C -0.1030 -0.0334 -0.0911
S 0.0257 0.1777 0.1288
C 0.1119 0.0808 -0.1823
C -0.0382 -0.1131 0.0006
S -0.0132 0.3234 -0.0883
C 0.0594 -0.1603 0.0311
C -0.0848 0.0763 0.0466
S 0.0060 -0.0007 -0.1009
H 0.0246 -0.0343 0.0373
H 0.0178 -0.0104 -0.0237
H -0.0060 -0.0546 -0.0436
H 0.0093 -0.0300 0.0105
H -0.0034 0.0184 0.0576
H 0.0231 -0.0010 0.0199
H -0.0031 -0.0156 0.0092
H 0.0649 -0.0530 0.0140
H 0.0309 0.0051 -0.0895
H -0.0028 0.0261 0.0208
H 0.0176 -0.0179 -0.0311
H 0.0409 0.0397 0.0149
C -0.0038 0.0364 -0.0537
O 0.0096 -0.0346 0.0502
C -0.1038 0.0234 -0.0232
C 0.0205 -0.0352 -0.0465
C 0.0154 0.0205 -0.0417
C 0.1060 0.0437 0.0682
C -0.0923 -0.0187 0.1966
C 0.0075 0.0179 0.1043
O 0.3540 0.1687 0.1093
C 0.0868 -0.1708 -0.0586
O -0.8157 0.0662 -0.7654
C -0.0256 0.0422 0.0171
H -0.0049 0.0124 0.0062
H -0.0055 -0.0033 0.0097
H 0.0073 0.0003 -0.0093
H -0.0066 -0.0323 0.0257
H 0.0061 -0.0116 -0.0272
H 0.0057 -0.0092 -0.0019
H 0.0022 0.0043 0.0109
H -0.0054 -0.0052 -0.0150
H 0.0093 0.0110 0.0013
C 0.0540 0.0691 -0.0697
C -0.0819 -0.1145 0.0006
C 0.0150 0.0966 0.0493
C -0.3048 -0.3163 0.2322
C 0.3995 0.8743 -0.3571
C -0.0891 -0.5033 0.1317
C 0.0685 0.1491 0.1016
C 0.0100 -0.0200 -0.0298
C 0.0061 -0.0878 -0.1124
C -0.0268 0.0092 0.1068
H 0.0107 -0.0021 0.0019
H -0.0122 -0.0004 0.0041
H 0.0463 -0.0154 0.0170
H -0.0004 0.0180 -0.0185
H -0.0191 -0.0242 -0.0239
H 0.0073 0.0002 -0.0022
H 0.0072 0.0115 -0.0156

Results
multiplicity = 2
charge = +1
Kohn-Sham gap (alpha / beta) = 7.11 / 7.46 eV
highest occupied orbital energy (alpha / beta) = -10.9 / -10.9 eV
energy relative to the best compared isomer or geometry (same formula, charge and spin) = 13.20 kcal/mol

2.
An isolated molecule of C25H28N2O3. Source: the OMol25 dataset; level of theory: ωB97M-V/def2-TZVPD.

Each line ends with the Mulliken charge.
Positions of all 58 atoms, in Å:
C 7.530253 0.310034 -1.208486  -0.96
O 6.355121 0.954137 -0.788951  -0.42
C 5.291153 0.182336 -0.425408  1.14
C 5.265093 -1.199862 -0.434259  -0.58
C 4.124401 -1.889899 -0.042139  -1.09
C 2.996564 -1.210692 0.370586  -0.27
C 1.742386 -1.933450 0.772656  -0.83
C 0.662889 -1.776677 -0.301275  -0.86
N -0.583474 -2.383061 0.132378  0.00
C -1.658836 -2.213098 -0.829541  -1.01
C -3.018569 -2.558548 -0.203817  -0.08
O -3.102249 -3.906726 0.189216  -0.64
C -3.325303 -1.635085 0.996801  -1.20
N -3.326831 -0.245972 0.645189  0.29
C -2.324941 0.659937 0.906607  0.28
C -1.158078 0.508569 1.643207  -0.57
C -0.331242 1.606570 1.779732  -0.47
C -0.640078 2.831650 1.191366  -0.95
C -1.798137 2.990383 0.457201  -0.26
C -2.653001 1.904695 0.316403  0.50
C -3.918739 1.723597 -0.335255  0.18
C -4.748977 2.564357 -1.065174  -0.32
C -5.937815 2.059841 -1.551997  -0.75
C -6.304987 0.736519 -1.315677  -0.73
C -5.495698 -0.119607 -0.594184  -0.56
C -4.295338 0.378829 -0.106157  0.27
C 3.016420 0.183506 0.380975  0.03
C 4.138762 0.887860 -0.010551  0.69
O 4.240851 2.246346 -0.034040  -0.45
C 3.129953 3.003752 0.374466  -0.93
H 8.234023 1.106951 -1.443868  0.24
H 7.361094 -0.297956 -2.104008  0.37
H 7.950681 -0.320609 -0.417417  0.37
H 6.130989 -1.761270 -0.746910  0.38
H 4.132106 -2.969708 -0.060286  0.34
H 1.358226 -1.525067 1.709243  0.16
H 1.955179 -2.993832 0.923772  0.52
H 0.467029 -0.712985 -0.464075  0.41
H 1.030313 -2.199713 -1.252224  0.45
H -0.424928 -3.376171 0.289792  0.26
H -1.678090 -1.163527 -1.133339  0.47
H -1.519976 -2.823787 -1.736697  0.49
H -3.790171 -2.434464 -0.970549  0.53
H -2.461295 -4.053455 0.894912  0.40
H -2.562230 -1.799412 1.760604  0.45
H -4.302026 -1.913667 1.407805  0.33
H -0.895481 -0.435570 2.093097  0.23
H 0.571861 1.516231 2.366838  0.51
H 0.034432 3.665793 1.319772  0.46
H -2.042575 3.940281 0.005993  0.48
H -4.467115 3.591218 -1.243734  0.45
H -6.598145 2.696302 -2.122126  0.38
H -7.244357 0.372437 -1.705209  0.40
H -5.796475 -1.140622 -0.414838  0.39
H 2.129114 0.706357 0.699997  0.05
H 3.428508 4.045005 0.262372  0.31
H 2.875471 2.812205 1.422343  0.35
H 2.252273 2.808815 -0.251118  0.40

Atomic forces in eV per Å
C 0.1815 -0.1263 -0.0654
O -0.4183 0.0629 0.1483
C 0.0435 0.1316 -0.0171
C 0.2298 0.2341 -0.0950
C -0.2222 0.0401 0.0892
C 0.1768 -0.2863 0.0327
C -0.1392 0.1726 -0.3273
C 0.1490 -0.0564 0.1602
N -0.1097 -0.3208 0.1016
C -0.3748 -0.1962 -0.0110
C 0.2508 0.6824 -0.1773
O 0.0948 -0.3503 0.2150
C -0.1368 -0.5368 -0.1493
N 0.0126 -0.0263 0.0245
C 0.1562 0.6135 -0.0493
C 0.0725 -0.1370 0.0980
C 0.0162 -0.0356 0.0357
C 0.0937 0.1952 -0.0291
C -0.0167 -0.0977 0.0215
C 0.2675 -0.2661 0.2017
C -0.2472 -0.3378 -0.0647
C 0.0301 -0.1190 0.0546
C -0.0973 0.1662 -0.1057
C -0.0244 -0.0602 0.0044
C -0.0358 -0.1510 0.0242
C -0.1513 0.5415 -0.2216
C 0.1200 0.1845 -0.0359
C 0.1310 0.1374 -0.0544
O 0.2697 -0.3853 -0.0868
C -0.1976 0.1087 0.0307
H -0.0122 -0.0909 0.0029
H 0.0017 0.0125 0.0469
H -0.0271 0.0139 -0.0380
H 0.1181 0.0074 -0.0413
H -0.0228 -0.1202 0.0165
H -0.0444 -0.0575 0.0613
H 0.0026 -0.0234 0.0636
H 0.0592 -0.0154 -0.0354
H -0.0247 0.1066 0.0684
H 0.0239 0.1284 -0.0740
H 0.0019 -0.0108 -0.0397
H -0.0390 0.1042 0.0721
H 0.0820 0.0521 0.0780
H -0.0671 -0.0310 0.0286
H -0.1155 0.0133 -0.0224
H 0.1174 0.0099 0.0143
H 0.0255 -0.1165 0.0240
H 0.0766 -0.0299 0.0487
H 0.0397 0.0745 0.0134
H -0.0120 0.1107 -0.0387
H 0.0091 0.1103 -0.0293
H -0.0445 0.0517 -0.0423
H -0.0651 -0.0395 -0.0222
H -0.0330 -0.1153 0.0110
H -0.1157 0.1517 0.0330
H -0.0666 -0.0513 0.0273
H -0.0152 -0.0160 -0.0213
H 0.0229 -0.0110 0.0421

Results
charge = 0
SMILES = COc1ccc(CCNC[C@@H](O)Cn2c3ccccc3c3ccccc32)cc1OC
Kohn-Sham gap = 8.51 eV
highest occupied orbital energy = -7.8 eV
energy relative to the best compared isomer or geometry (same formula, charge and spin) = 24.77 kcal/mol

| no. | electronic energy (eV) |
| --- | --- |
| 1 | -99406.6837 |
| 2 | -35502.2078 |